Record 1
Density functional theory data (ωB97M-V/def2-TZVPD) for a 2-piece molecular cluster, C9H6Cl4NO2S2 overall.

- Kohn-Sham gap (eV) = 4.681
- net charge = -1
- multiplicity = 1

Cartesian coordinates (Å):
Cl -2.38606 2.50670 -1.82537
C -2.08999 0.91686 -1.28351
C -2.94512 0.27277 -0.44358
Cl -4.34759 1.02802 0.18558
C -2.68195 -1.12581 0.06077
O -3.39753 -1.65246 0.89020
C -1.49582 -1.80117 -0.53759
Cl -1.37787 -3.48537 -0.20426
C -0.63346 -1.14253 -1.35340
Cl 0.85590 -1.82067 -1.82664
C -0.85105 0.26478 -1.76452
O 0.00128 0.88690 -2.40592
C 2.90832 -0.39717 0.78669
N 1.69364 0.38673 0.93688
C 1.75356 1.77781 0.52721
C 0.54310 -0.14264 1.42774
S 0.40046 -1.80397 1.69923
S -0.90896 0.72652 1.62989
H 2.68601 -1.45493 0.94449
H 3.31516 -0.24925 -0.21788
H 3.66328 -0.06462 1.50730
H 0.74874 2.20665 0.61796
H 2.46033 2.32620 1.16157
H 2.08561 1.84064 -0.51283

Results of the Löwdin charge analysis, in e, for atoms 1 through 4: 0.7196 -0.6780 -0.6875 0.7255

---

Record 2
Density functional theory data (ωB97M-V/def2-TZVPD) for one molecule with the formula C9H6N4.

- Kohn-Sham gap (eV) = 7.225
- multiplicity = 1
- SMILES string = C1=CC2=NC=NC3=CC=NC(=C1)N32

Cartesian coordinates (Å):
C -0.39142 -0.91079 2.49365
C -1.00063 -1.58443 1.34809
C -0.77422 -1.17257 0.06976
N -1.29837 -1.86119 -0.98419
C -1.16238 -1.35235 -2.18407
N -0.41928 -0.19189 -2.41837
C 0.09228 0.40910 -1.40872
C 0.89735 1.56956 -1.67945
C 1.45065 2.20860 -0.59118
N 1.25337 1.78461 0.71704
C 0.57951 0.68172 0.92771
C 0.44439 0.16870 2.25383
N -0.02473 -0.03537 -0.12803
H -0.50022 -1.25379 3.50886
H -1.62567 -2.44321 1.47655
H -1.58780 -1.82734 -3.03648
H 1.09805 2.01441 -2.64586
H 1.99966 3.11540 -0.77975
H 0.96946 0.68084 3.06062

Results of the Löwdin charge analysis, in e, for atoms 1 through 4: -0.0254 -0.0150 -0.2755 0.1164

---

Record 3
Density functional theory data (ωB97M-V/def2-TZVPD) for one molecule with the formula C9H6O2.

- Kohn-Sham gap (eV) = 8.062
- multiplicity = 1

Cartesian coordinates (Å):
C -1.21707 -1.43694 -1.98851
C -1.58579 -2.50446 -1.26440
C -0.32814 -0.53418 -1.17117
C -0.54151 -1.12586 0.14682
C -0.35531 -0.67160 1.40309
C 0.29503 0.61699 1.75125
C 0.55953 0.23668 -1.69106
C 0.61713 1.53195 0.85412
C 1.13734 2.46777 0.13546
O 1.32720 0.95997 -2.14486
O -1.06461 -2.41108 -0.00792
H -1.58815 -1.41949 -3.02230
H -2.09964 -3.52525 -1.44670
H -0.53123 -1.36056 2.24606
H 0.53339 0.93460 2.73649
H 0.60395 3.27069 -0.35561
H 2.19430 2.36974 -0.16944

Results of the Löwdin charge analysis, in e, for atoms 1 through 4: -0.0265 -0.1165 -0.1177 -0.2213

---

Record 4
Density functional theory data (ωB97M-V/def2-TZVPD) for one molecule with the formula C9H6O3S.

- Kohn-Sham gap (eV) = 9.275
- multiplicity = 1
- SMILES string = C=C1C(=O)c2ccccc2S1(=O)=O

Cartesian coordinates (Å):
C 1.34672 -0.15084 -3.12750
C 0.80006 -0.14028 -1.89442
C 0.83045 -1.20368 -0.80854
O 1.24151 -2.32520 -0.94774
C 0.12977 -0.65161 0.44311
C 0.15508 -1.38816 1.59589
C -0.62914 -0.84584 2.64798
C -1.22459 0.41832 2.52515
C -1.01251 1.16354 1.36858
C -0.34323 0.60641 0.32247
S -0.08641 1.27869 -1.28742
O 0.72521 2.46967 -1.36578
O -1.29842 1.39094 -2.00601
H 1.11639 0.80922 -3.61600
H 1.90267 -0.86452 -3.65072
H 0.66547 -2.29816 1.61565
H -0.87622 -1.34734 3.54170
H -1.83339 0.87390 3.27958
H -1.60942 2.20494 1.36401

Results of the Löwdin charge analysis, in e, for atoms 1 through 4: 0.1359 -0.2337 -0.3103 0.1304

---

Highest occupied orbital energy (eV)
-3.42, -7.52, -7.50, -10.25